DFT (the ωB97M-V functional and the def2-TZVPD basis) results for a 8-piece molecular cluster, C7H26O8 overall in a non-equilibrium geometry.

```
! wB97M-V def2-TZVPD RIJCOSX def2/J DEFGRID3
* xyz -1 2
O -0.1092 3.2999 -1.0577
C -0.5459 2.8079 0.0480
C -1.6618 1.8135 0.0670
C -1.4733 0.2538 0.0866
C -0.0476 -0.0439 0.5993
C -0.2955 -2.5086 0.9168
C 0.1712 -1.4619 0.2205
C 0.9513 -1.7031 -1.0732
H -0.1318 2.9356 1.0503
H -2.5631 1.9646 -0.5252
H -2.2797 1.8834 1.0170
H -1.5958 -0.2205 -0.8740
H -2.2572 -0.3126 0.5805
H -0.0952 -0.1198 1.7099
H 0.6115 0.7301 0.2356
H -0.2770 -3.4135 0.3016
H -0.4709 -2.7032 1.9773
H 1.9658 -1.2481 -0.8661
H 1.0087 -2.7217 -1.3864
H 0.5410 -1.1028 -1.8908
H -0.3015 -3.0529 -2.7314
H -1.1093 -4.1344 -1.9786
O -1.1030 -3.6029 -2.7802
H -0.6847 1.0538 3.1861
H 0.7954 1.2536 3.5088
O 0.0400 1.6735 3.0601
H 0.1468 2.3926 -3.8328
H -0.5478 1.8935 -2.6220
O -0.2660 1.5789 -3.5052
H 2.5467 1.2304 0.7246
H 3.6547 1.1277 1.6909
O 3.0121 0.5479 1.2576
H -3.9179 -2.4934 -0.9282
H -3.1390 -2.3176 -2.1623
O -4.0159 -2.1034 -1.8111
H 2.8723 3.1949 -0.8996
H 1.6448 3.4039 -0.0864
O 2.5285 2.9777 -0.0199
H 2.1590 -0.2876 2.5068
H 2.1526 -1.6681 2.9290
O 2.0872 -0.7978 3.3568
*
```

Results
Relative energy (zero: lowest compared OMol25 entry of this formula, charge and spin) = 0.0 kcal/mol
HOMO-LUMO gap (spin up / spin down) = 3.58 / 7.22 eV
E_LUMO (spin up / spin down) = 2.765 / 2.756 eV
⟨S²⟩ = 0.754